[1]
The following is a quantum chemistry calculation of a molecular structure, C4H5ClN2S, from the Open Molecules 2025 dataset.

The net charge is 0. As for the LUMO energy: 0.0189 Eh. The energy comes out at -30564.681 eV.

XYZ file:
```
13
Properties=species:S:1:pos:R:3:lowdin_charge:R:1
C 1.106 1.572 -0.245 -0.256
C 3.013 0.553 0.074 -0.518
C 0.639 0.518 0.490 -0.450
C -1.300 0.014 0.609 -0.753
N 2.484 1.598 -0.381 -0.038
N -1.501 -1.024 -0.372 -0.019
S 1.924 -0.617 0.804 0.939
Cl -2.212 1.420 0.421 0.685
H 0.634 2.532 -0.412 0.097
H 4.116 0.278 -0.081 0.100
H -1.305 -0.290 1.610 0.047
H -1.137 -1.906 -0.050 0.068
H -0.807 -0.741 -1.110 0.096
```

[2]
The following is a quantum chemistry calculation of a molecular structure, C19H50B4N4O9, from the Open Molecules 2025 dataset.

The net charge is 0. As for the LUMO energy: 0.0106 Eh. The energy comes out at -47612.303 eV.

XYZ file:
```
86
Properties=species:S:1:pos:R:3:lowdin_charge:R:1
C 2.698 -2.635 0.828 -0.096
C 1.602 -1.633 0.389 -0.200
C 1.652 -1.456 -1.186 -0.209
C 1.779 0.069 -1.542 -0.043
B 0.349 -2.151 -1.810 -0.462
O -0.738 -1.404 -2.364 0.243
B -1.805 -1.701 -1.463 -0.481
C -2.356 -0.526 -0.539 0.002
C -3.145 -1.000 0.705 -0.352
O -3.480 0.176 1.476 -0.042
C -2.344 -1.925 1.642 -0.202
N -3.326 -2.605 2.550 0.023
O -2.248 -3.039 -1.439 0.251
B -1.141 -3.941 -1.422 -0.335
B -1.371 -5.551 -0.974 -0.372
N -1.271 -6.058 0.418 0.140
O -1.640 -6.488 -1.999 0.113
O 0.172 -3.554 -1.790 0.255
H 2.807 -2.727 1.918 0.070
H 3.654 -2.248 0.439 0.080
H 2.513 -3.635 0.413 0.077
H 0.584 -1.987 0.647 0.096
H 1.763 -0.680 0.909 0.107
H 2.525 -2.026 -1.542 0.129
H 1.496 0.682 -0.675 0.075
H 1.145 0.358 -2.396 0.054
H 2.831 0.298 -1.763 0.079
H -2.999 0.134 -1.147 0.134
H -1.473 0.073 -0.242 0.131
H -4.119 -1.416 0.406 0.151
H -2.867 0.837 1.173 0.065
H -1.655 -1.362 2.283 0.104
H -1.774 -2.718 1.120 0.100
H -2.842 -3.439 2.868 0.060
H -4.043 -2.952 1.917 0.059
H -0.467 -5.680 0.899 0.061
H -2.119 -5.939 0.956 0.065
H -2.460 -6.949 -1.819 0.090
C -0.090 1.555 -4.687 -0.111
O 1.075 2.345 -4.535 -0.201
C 2.219 1.772 -5.166 -0.217
C 2.675 2.645 -6.324 -0.212
N 1.723 2.586 -7.428 -0.052
C 1.975 3.570 -8.480 -0.199
C 1.810 5.047 -8.117 -0.227
O 0.474 5.420 -7.823 -0.179
C 0.086 5.243 -6.471 -0.099
H -0.887 2.009 -4.099 0.093
H -0.403 1.530 -5.736 0.083
H 0.080 0.540 -4.318 0.070
H 2.038 0.744 -5.491 0.125
H 3.014 1.747 -4.414 0.117
H 3.652 2.297 -6.673 0.123
H 2.788 3.668 -5.944 0.106
H 0.792 2.739 -7.066 0.068
H 1.282 3.347 -9.294 0.117
H 2.984 3.413 -8.874 0.117
H 2.090 5.629 -9.000 0.120
H 2.488 5.365 -7.317 0.109
H 0.922 5.378 -5.780 0.089
H -0.367 4.260 -6.322 0.071
H -0.675 5.991 -6.242 0.087
C 2.411 0.282 7.454 -0.117
O 1.233 0.827 8.022 -0.197
C 0.809 2.033 7.393 -0.216
C -0.517 1.821 6.680 -0.214
N -0.350 0.968 5.508 -0.052
C -1.611 0.535 4.905 -0.194
C -2.507 -0.390 5.731 -0.218
O -1.950 -1.677 5.955 -0.184
C -1.117 -1.778 7.098 -0.102
H 2.708 -0.573 8.060 0.088
H 2.233 -0.063 6.430 0.079
H 3.224 1.014 7.461 0.087
H 1.568 2.424 6.709 0.121
H 0.664 2.772 8.186 0.120
H -0.914 2.790 6.365 0.122
H -1.215 1.380 7.402 0.106
H 0.174 0.145 5.775 0.067
H -1.357 0.013 3.981 0.095
H -2.187 1.421 4.618 0.120
H -3.416 -0.560 5.148 0.119
H -2.831 0.065 6.673 0.110
H -1.429 -1.101 7.897 0.089
H -0.072 -1.590 6.836 0.070
H -1.182 -2.802 7.469 0.086
```

[3]
The following is a quantum chemistry calculation of a molecular structure, C8H22BrMgN2O2, from the Open Molecules 2025 dataset.

The net charge is +1. As for the LUMO energy: -0.3378 Eh. The energy comes out at -91201.524 eV.

XYZ file:
```
36
Properties=species:S:1:pos:R:3:lowdin_charge:R:1
Mg 38.689 -9.718 5.190 1.003
Br 35.215 -7.668 6.861 -0.148
C 30.850 -0.453 7.596 -0.052
C 30.004 -0.952 6.401 -0.436
C 29.003 0.134 5.969 -0.187
O 28.063 0.383 7.048 -0.197
C 27.397 1.629 6.976 -0.106
N 30.963 -1.152 5.354 0.036
H 31.390 -1.323 7.969 0.071
H 30.129 -0.120 8.343 0.075
H 31.611 0.284 7.341 0.082
H 29.369 -1.833 6.500 0.147
H 28.541 -0.346 5.106 0.118
H 29.379 1.079 5.577 0.120
H 26.634 1.606 6.198 0.084
H 28.074 2.411 6.631 0.079
H 26.967 1.826 7.958 0.092
H 31.511 -0.305 5.313 0.075
H 31.495 -1.900 5.776 0.073
C 28.180 -8.395 6.823 -0.065
C 28.109 -9.432 5.677 -0.388
C 28.244 -8.871 4.196 -0.167
O 27.199 -7.996 3.811 -0.192
C 27.161 -7.640 2.486 -0.141
N 29.173 -10.384 5.984 0.031
H 27.264 -7.819 6.690 0.077
H 28.988 -7.673 6.704 0.076
H 28.275 -8.861 7.804 0.074
H 27.163 -9.963 5.785 0.134
H 28.361 -9.644 3.437 0.120
H 29.132 -8.244 4.120 0.117
H 26.287 -7.025 2.274 0.097
H 27.266 -8.442 1.755 0.087
H 28.058 -7.047 2.303 0.083
H 29.175 -10.503 6.987 0.063
H 30.020 -9.862 5.811 0.066
```

So what do the calculations give for max |F|? Going down the list: 4.8; 2.4; 3.0 eV/A.
So what do the calculations give for HOMO? Going down the list: -9.37; -8.61; -10.59 eV.